Here is a structure of composition C65H145N8O3 in a non-equilibrium geometry from OMol25. Energies are from ωB97M-V/def2-TZVPD.

Structure (ORCA input):
```
! wB97M-V def2-TZVPD RIJCOSX def2/J DEFGRID3
* xyz 7 1
O -20.109 -26.870 5.258
C -20.833 -26.551 4.214
O -20.521 -27.158 3.204
O -21.640 -25.571 4.199
H -19.754 -27.388 4.532
C -18.070 -25.853 13.051
C -19.025 -24.659 12.610
C -19.247 -24.640 11.089
N -19.864 -23.361 10.636
C -18.819 -22.234 10.616
C -21.203 -23.047 11.304
C -21.769 -21.922 10.396
C -21.337 -22.289 8.991
C -20.364 -23.462 9.165
H -18.197 -25.770 14.131
H -17.047 -25.795 12.681
H -18.520 -26.789 12.719
H -18.457 -23.764 12.867
H -19.972 -24.545 13.137
H -19.987 -25.383 10.793
H -18.391 -24.712 10.418
H -18.710 -22.012 11.677
H -19.171 -21.390 10.022
H -17.983 -22.766 10.161
H -21.007 -22.839 12.356
H -21.851 -23.922 11.261
H -21.362 -20.956 10.695
H -22.840 -21.803 10.563
H -20.740 -21.449 8.636
H -22.168 -22.584 8.350
H -19.492 -23.426 8.512
H -20.804 -24.459 9.140
C -27.559 -23.519 8.778
C -27.041 -24.156 7.520
C -28.095 -24.096 6.394
N -27.564 -24.804 5.101
C -26.555 -23.884 4.376
C -27.008 -26.251 5.318
C -27.104 -27.056 4.028
C -28.026 -26.220 3.126
C -28.600 -25.105 4.004
H -26.741 -23.419 9.491
H -28.294 -24.127 9.305
H -27.943 -22.538 8.494
H -26.659 -25.134 7.810
H -26.237 -23.496 7.193
H -28.311 -23.083 6.055
H -28.979 -24.707 6.575
H -26.020 -24.352 3.549
H -25.758 -23.690 5.094
H -27.156 -23.006 4.138
H -26.090 -26.258 5.907
H -27.670 -26.761 6.017
H -26.119 -27.192 3.581
H -27.480 -28.043 4.300
H -27.380 -25.837 2.336
H -28.846 -26.781 2.679
H -29.003 -24.192 3.566
H -29.439 -25.576 4.517
C -23.086 -32.465 1.009
C -23.751 -33.759 0.604
C -25.299 -33.539 0.618
N -26.118 -34.889 0.316
C -25.815 -35.402 -1.056
C -27.689 -34.701 0.420
C -28.214 -36.117 0.583
C -27.131 -36.801 1.490
C -25.855 -35.886 1.379
H -23.350 -31.838 0.157
H -22.004 -32.556 1.100
H -23.491 -31.909 1.855
H -23.460 -34.539 1.308
H -23.307 -34.147 -0.313
H -25.586 -32.897 -0.215
H -25.645 -33.071 1.540
H -26.155 -34.796 -1.896
H -26.149 -36.413 -1.288
H -24.731 -35.401 -0.938
H -28.214 -34.054 -0.283
H -27.828 -34.177 1.365
H -28.175 -36.543 -0.419
H -29.197 -36.210 1.047
H -26.806 -37.761 1.088
H -27.355 -37.029 2.532
H -24.913 -36.428 1.286
H -25.782 -35.243 2.256
C -14.834 -30.543 6.998
C -14.189 -31.650 6.204
C -13.507 -32.755 7.144
N -13.193 -34.061 6.310
C -12.634 -35.030 7.352
C -12.069 -33.749 5.259
C -12.782 -33.687 3.972
C -14.078 -34.468 4.049
C -14.378 -34.711 5.563
H -14.136 -29.936 7.574
H -15.488 -31.020 7.728
H -15.420 -29.837 6.409
H -13.486 -31.243 5.477
H -14.967 -32.090 5.580
H -14.312 -32.979 7.844
H -12.670 -32.373 7.729
H -13.310 -35.147 8.199
H -11.731 -34.681 7.854
H -12.514 -36.050 6.986
H -11.445 -34.643 5.259
H -11.500 -32.853 5.509
H -12.315 -34.108 3.082
H -13.042 -32.666 3.692
H -13.932 -35.470 3.644
H -14.906 -34.009 3.510
H -14.395 -35.757 5.870
H -15.294 -34.264 5.950
C -23.124 -35.358 11.584
C -22.670 -33.888 11.138
C -21.946 -34.047 9.741
N -21.186 -32.672 9.298
C -20.229 -32.122 10.373
C -20.456 -33.027 7.913
C -20.696 -31.836 7.049
C -22.112 -31.389 7.321
C -22.187 -31.568 8.852
H -23.742 -35.352 12.482
H -22.174 -35.870 11.736
H -23.663 -35.882 10.795
H -22.087 -33.469 11.958
H -23.554 -33.275 10.963
H -22.604 -34.267 8.901
H -21.120 -34.752 9.652
H -20.752 -31.766 11.260
H -19.656 -31.356 9.851
H -19.467 -32.849 10.655
H -19.404 -33.243 8.100
H -21.051 -33.850 7.518
H -19.996 -31.011 7.177
H -20.552 -32.238 6.046
H -22.429 -30.389 7.023
H -22.898 -32.059 6.972
H -21.851 -30.637 9.306
H -23.190 -31.766 9.232
C -24.108 -21.265 -6.037
C -23.168 -22.146 -5.238
C -23.955 -23.194 -4.359
N -23.259 -24.278 -3.576
C -22.350 -23.553 -2.553
C -22.419 -25.284 -4.390
C -22.286 -26.577 -3.516
C -23.348 -26.382 -2.474
C -24.156 -25.165 -2.736
H -24.577 -20.574 -5.336
H -24.861 -21.946 -6.434
H -23.596 -20.674 -6.796
H -22.536 -21.500 -4.629
H -22.592 -22.689 -5.987
H -24.594 -23.682 -5.095
H -24.641 -22.718 -3.659
H -21.702 -22.885 -3.120
H -21.864 -24.320 -1.949
H -23.020 -22.982 -1.910
H -21.507 -24.727 -4.606
H -23.081 -25.435 -5.242
H -21.315 -26.536 -3.024
H -22.371 -27.495 -4.098
H -22.894 -26.361 -1.483
H -23.902 -27.318 -2.401
H -24.619 -24.730 -1.850
H -25.043 -25.390 -3.329
C -13.024 -24.957 1.165
C -13.533 -23.570 1.654
C -14.773 -23.615 2.537
N -15.475 -22.276 2.814
C -14.432 -21.146 3.167
C -16.391 -21.735 1.699
C -17.821 -22.220 1.964
C -17.862 -21.976 3.456
C -16.489 -22.495 3.980
H -13.502 -25.256 0.232
H -13.246 -25.779 1.846
H -11.935 -24.921 1.115
H -13.607 -22.870 0.822
H -12.866 -23.134 2.399
H -14.516 -24.089 3.484
H -15.541 -24.231 2.069
H -13.724 -21.486 3.923
H -14.839 -20.304 3.728
H -13.781 -20.823 2.354
H -16.387 -20.648 1.766
H -15.939 -22.015 0.747
H -18.620 -21.683 1.455
H -17.939 -23.290 1.795
H -17.766 -20.905 3.636
H -18.794 -22.295 3.922
H -16.103 -22.032 4.888
H -16.630 -23.572 4.076
C -16.301 -30.149 -0.079
C -15.782 -30.901 -1.337
C -17.028 -31.508 -2.042
N -16.779 -32.208 -3.347
C -15.798 -33.327 -3.100
C -16.178 -31.309 -4.491
C -16.827 -31.643 -5.841
C -18.176 -32.178 -5.404
C -18.065 -32.791 -3.996
H -15.490 -29.599 0.399
H -16.732 -30.738 0.731
H -16.947 -29.326 -0.386
H -15.121 -31.694 -0.987
H -15.141 -30.209 -1.882
H -17.722 -30.744 -2.392
H -17.634 -32.143 -1.396
H -16.118 -33.996 -2.301
H -14.837 -32.878 -2.849
H -15.801 -34.001 -3.957
H -15.100 -31.469 -4.465
H -16.298 -30.286 -4.136
H -16.269 -32.448 -6.320
H -16.786 -30.756 -6.473
H -18.490 -32.949 -6.107
H -18.919 -31.381 -5.398
H -17.966 -33.876 -4.037
H -18.947 -32.520 -3.416
*
```

The calculation puts the energy relative to the best compared isomer or geometry (same formula, charge and spin) at 41.4 kcal per mole. The total energy is -3224.62465 Ha. The strongest force on any atom comes out at 8.69 eV/Å.